Entry 1:
An isolated ion of composition C4H9N2 and charge +1, computed with ωB97M-V/def2-TZVPD.

Summary:
**LUMO**: -5.932 eV
**Structure (SMILES)**: C=[N+]=NCCC
**Energy above the lowest of the compared OMol25 structures with the same formula, charge and spin**: 108.7 kcal/mol
**Electronic energy**: -266.92613 a.u.
**Highest occupied orbital energy**: -15.488 eV
**Charge**: +1
**HOMO-LUMO gap**: 9.56 eV
**Spin multiplicity**: 1

Positions of all 15 atoms, in Å:
1 C 3.1013 -0.5469 -0.1447
2 N 1.9469 -0.0559 -0.1611
3 N 1.1352 0.8021 -0.0830
4 C -0.1482 0.8225 0.3659
5 C -0.9690 -0.4464 0.3385
6 C -2.2925 -0.0307 -0.3922
7 H 3.5290 -1.1283 -0.9418
8 H 3.8675 -0.4385 0.6670
9 H -0.7081 1.5916 -0.2744
10 H -0.1426 1.3300 1.3502
11 H -0.5065 -1.3519 -0.1313
12 H -1.1880 -0.8646 1.3100
13 H -3.0876 -0.6872 -0.3681
14 H -2.5544 0.9684 0.0045
15 H -1.9830 0.0357 -1.5394

Mulliken population analysis, charges in e, atoms 1 to 6: number 1, C, carries -0.174; number 2, N, carries 0.246; number 3, N, carries -0.152; number 4, C, carries -0.340; number 5, C, carries -0.351; number 6, C, carries -1.261

***

Entry 2:
A 2-piece molecular cluster, C4H9N2 overall, computed with ωB97M-V/def2-TZVPD.

Summary:
**LUMO (spin up / spin down)**: -5.150 / -5.150 eV
**Energy above the lowest of the compared OMol25 structures with the same formula, charge and spin**: 105.0 kcal/mol
**Electronic energy**: -266.93192 a.u.
**Highest occupied orbital energy (spin up / spin down)**: -12.731 / -12.731 eV
**Charge**: +1
**HOMO-LUMO gap (spin up / spin down)**: 7.58 / 7.58 eV
**Spin multiplicity**: 1

Positions of all 15 atoms, in Å:
1 C 2.8954 0.7405 -1.4565
2 C -1.5093 -1.1227 0.9425
3 C 1.1933 1.4918 0.2150
4 C -0.9832 -0.0418 1.5989
5 N 1.8891 1.0849 -0.6106
6 N -2.6752 -1.1531 0.2414
7 H 3.6647 1.4152 -1.7227
8 H 3.6297 0.0672 -1.0788
9 H -0.9649 -1.9650 0.9252
10 H 0.1416 0.9437 0.5254
11 H -0.2310 -0.3014 2.3662
12 H -1.6732 0.8157 1.6904
13 H 2.5483 0.3937 -2.3834
14 H -3.2848 -1.9470 0.1470
15 H -3.2336 -0.2805 -0.0075

Mulliken population analysis, charges in e, atoms 1 to 6: number 1, C, carries -0.724; number 2, C, carries 0.291; number 3, C, carries -0.026; number 4, C, carries -1.389; number 5, N, carries 0.149; number 6, N, carries -0.393

***

Entry 3:
An isolated ion of composition C4H9N2 and charge +1, computed with ωB97M-V/def2-TZVPD.

Summary:
**LUMO (spin up / spin down)**: -3.714 / -5.718 eV
**Energy above the lowest of the compared OMol25 structures with the same formula, charge and spin**: 96.5 kcal/mol
**Electronic energy**: -266.77347 a.u.
**Highest occupied orbital energy (spin up / spin down)**: -9.136 / -14.294 eV
**Charge**: +1
**HOMO-LUMO gap (spin up / spin down)**: 5.42 / 8.58 eV
**Spin multiplicity**: 3

Positions of all 15 atoms, in Å:
1 C -1.2337 2.0411 -0.5961
2 C -0.4070 1.6278 -1.5291
3 C 0.4492 -0.5882 0.0201
4 C -0.0403 1.0765 -0.2084
5 N -0.3973 -1.6212 -0.4053
6 N 0.7280 -0.8494 1.5827
7 H -1.9683 2.6845 -0.0884
8 H -0.2106 1.5109 -2.5857
9 H 1.3295 -0.7002 -0.6603
10 H 0.7973 1.6506 0.2916
11 H -1.3187 -1.7507 -0.1856
12 H -0.2518 -2.1364 -1.3074
13 H 1.0877 -1.9016 1.5874
14 H -0.1213 -0.6714 2.0845
15 H 1.5572 -0.3722 1.9999

Mulliken population analysis, charges in e, atoms 1 to 6: number 1, C, carries -0.548; number 2, C, carries -0.465; number 3, C, carries 0.002; number 4, C, carries -0.058; number 5, N, carries -0.454; number 6, N, carries -0.414

***

Entry 4:
A 2-piece molecular cluster, C4H9N2O overall, computed with ωB97M-V/def2-TZVPD.

Summary:
**LUMO**: -5.008 eV
**Energy above the lowest of the compared OMol25 structures with the same formula, charge and spin**: 162.4 kcal/mol
**Electronic energy**: -342.09847 a.u.
**Highest occupied orbital energy**: -14.158 eV
**Charge**: +1
**HOMO-LUMO gap**: 9.15 eV
**Spin multiplicity**: 1

Positions of all 16 atoms, in Å:
1 C -2.2761 -0.0240 0.4907
2 C -1.5896 -1.3986 0.6828
3 C 2.6072 0.9781 -0.1639
4 C -0.1552 -0.3612 -1.1367
5 N -1.1685 -0.3960 -0.2995
6 N 1.2050 0.6491 0.0818
7 O 0.6819 0.9245 1.1038
8 H -3.2023 0.1339 0.0706
9 H -2.0482 0.9068 1.0243
10 H -1.0333 -1.5012 1.5868
11 H -2.2164 -2.3020 0.5162
12 H 3.0920 1.7398 0.4122
13 H 2.7056 1.5461 -1.0784
14 H 3.0620 0.0641 -0.1246
15 H -0.1876 0.3569 -1.8248
16 H 0.5237 -1.3164 -1.3414

Mulliken population analysis, charges in e, atoms 1 to 6: number 1, C, carries -0.298; number 2, C, carries -0.503; number 3, C, carries -0.848; number 4, C, carries -0.206; number 5, N, carries 0.077; number 6, N, carries 0.297

***

Entry 5:
A 2-piece molecular cluster, C4H9N2O overall, computed with ωB97M-V/def2-TZVPD.

Summary:
**LUMO**: -3.292 eV
**Energy above the lowest of the compared OMol25 structures with the same formula, charge and spin**: 24.7 kcal/mol
**Electronic energy**: -342.31787 a.u.
**Highest occupied orbital energy**: -13.613 eV
**Charge**: +1
**HOMO-LUMO gap**: 10.32 eV
**Spin multiplicity**: 1

Positions of all 16 atoms, in Å:
1 C -1.5205 -1.0406 -1.3284
2 C -0.2164 -0.7346 -0.6460
3 C 1.0958 -1.0046 -1.0590
4 N 2.0136 -0.2978 -0.3712
5 C 1.3019 0.4650 0.5559
6 N -0.0077 0.2665 0.3143
7 H -1.6994 -2.0522 -1.6192
8 H -1.5918 -0.4814 -2.3070
9 H -2.3930 -0.9151 -0.6260
10 H 1.4488 -1.7516 -1.6223
11 H 2.9705 -0.3265 -0.4155
12 H 1.7604 0.8353 1.4756
13 H -0.8236 0.8263 0.6804
14 H -2.3234 2.5658 1.7026
15 H -1.4118 1.8041 2.7711
16 O -1.7428 1.7004 1.9029

Mulliken population analysis, charges in e, atoms 1 to 6: number 1, C, carries -1.152; number 2, C, carries 0.472; number 3, C, carries -0.478; number 4, N, carries 0.019; number 5, C, carries -0.132; number 6, N, carries 0.053

***

Entry 6:
An isolated ion of composition C4H9N2O and charge +1, computed with ωB97M-V/def2-TZVPD.

Summary:
**LUMO**: -3.190 eV
**Structure (SMILES)**: C[C@H]1CC(=[NH2+])N1O
**Energy above the lowest of the compared OMol25 structures with the same formula, charge and spin**: 78.3 kcal/mol
**Electronic energy**: -342.23251 a.u.
**Highest occupied orbital energy**: -14.702 eV
**Charge**: +1
**HOMO-LUMO gap**: 11.51 eV
**Spin multiplicity**: 1

Positions of all 16 atoms, in Å:
1 C 0.1153 1.4484 1.4439
2 C -0.6619 0.6376 0.4671
3 C -0.2869 0.7283 -1.0779
4 C 0.0974 -0.6653 -0.9736
5 N 0.6384 -1.5483 -1.7550
6 N -0.1579 -0.7609 0.3269
7 O 0.3376 -1.7299 1.1307
8 H 1.1869 1.4190 1.0862
9 H 0.0510 0.8805 2.3593
10 H 0.0030 2.5361 1.7455
11 H -1.7306 0.5482 0.6239
12 H 0.4962 1.4878 -1.1756
13 H -0.9707 1.0556 -1.7052
14 H 0.4931 -1.4608 -2.7958
15 H 0.8232 -2.4829 -1.3878
16 H -0.4340 -2.0933 1.6873

Mulliken population analysis, charges in e, atoms 1 to 6: number 1, C, carries -1.181; number 2, C, carries 0.126; number 3, C, carries -0.918; number 4, C, carries 0.509; number 5, N, carries -0.375; number 6, N, carries 0.224

***

Entry 7:
An isolated ion of composition C4H9N2O and charge +1, computed with ωB97M-V/def2-TZVPD.

Summary:
**LUMO**: -3.743 eV
**Structure (SMILES)**: C[N+]1=C(O)CNC1
**Energy above the lowest of the compared OMol25 structures with the same formula, charge and spin**: 51.1 kcal/mol
**Electronic energy**: -342.27585 a.u.
**Highest occupied orbital energy**: -13.498 eV
**Charge**: +1
**HOMO-LUMO gap**: 9.75 eV
**Spin multiplicity**: 1

Positions of all 16 atoms, in Å:
1 C -0.0476 1.6371 -1.3320
2 N -0.0077 0.5645 -0.2989
3 C 0.7012 -0.5519 -0.2564
4 O 1.3935 -0.9011 -1.3064
5 C 0.3725 -1.4478 0.9586
6 N -0.6601 -0.6436 1.5166
7 C -0.8254 0.6350 0.8771
8 H -0.9490 1.6090 -1.7979
9 H 0.6772 1.4520 -2.1538
10 H 0.1000 2.5721 -1.0128
11 H 1.8623 -1.7553 -1.4494
12 H 0.1381 -2.4601 0.5995
13 H 1.1801 -1.5767 1.6976
14 H -1.4559 -1.1971 1.7992
15 H -1.9643 0.7398 0.5682
16 H -0.5149 1.3240 1.5909

Mulliken population analysis, charges in e, atoms 1 to 6: number 1, C, carries -0.998; number 2, N, carries 0.104; number 3, C, carries 0.576; number 4, O, carries -0.473; number 5, C, carries -0.441; number 6, N, carries -0.304

***

Entry 8:
An isolated ion of composition C4H9N2O and charge +1, computed with ωB97M-V/def2-TZVPD.

Summary:
**LUMO**: -3.596 eV
**Structure (SMILES)**: C[C@]1(O)N=CC[NH2+]1
**Energy above the lowest of the compared OMol25 structures with the same formula, charge and spin**: 74.4 kcal/mol
**Electronic energy**: -342.23867 a.u.
**Highest occupied orbital energy**: -15.039 eV
**Charge**: +1
**HOMO-LUMO gap**: 11.44 eV
**Spin multiplicity**: 1

Positions of all 16 atoms, in Å:
1 C -1.6451 0.5150 0.8874
2 C -0.7397 -0.6329 -0.1428
3 O -1.4820 -1.3533 -0.9706
4 N 0.1044 -1.3667 0.6996
5 C 1.3126 -1.0735 0.7085
6 C 1.7024 0.0212 -0.2958
7 N 0.3483 0.3939 -0.8008
8 H -1.0385 0.9048 1.7404
9 H -2.3133 -0.1778 1.4279
10 H -1.9489 1.2424 0.2016
11 H -1.0426 -1.7831 -1.6927
12 H 2.0761 -1.5614 1.3339
13 H 2.2882 0.6314 0.3699
14 H 2.2797 -0.4389 -1.0316
15 H -0.0365 1.2456 -0.3682
16 H 0.0934 0.4884 -1.8039

Mulliken population analysis, charges in e, atoms 1 to 6: number 1, C, carries -1.180; number 2, C, carries 0.400; number 3, O, carries -0.457; number 4, N, carries -0.356; number 5, C, carries -0.087; number 6, C, carries -0.426

***

Entry 9:
An isolated ion of composition C4H9N2O and charge +1, computed with ωB97M-V/def2-TZVPD.

Summary:
**LUMO**: -3.543 eV
**Structure (SMILES)**: C[C@]1([NH3+])N=CCO1
**Energy above the lowest of the compared OMol25 structures with the same formula, charge and spin**: 56.7 kcal/mol
**Electronic energy**: -342.26693 a.u.
**Highest occupied orbital energy**: -14.945 eV
**Charge**: +1
**HOMO-LUMO gap**: 11.40 eV
**Spin multiplicity**: 1

Positions of all 16 atoms, in Å:
1 C 1.3059 -0.7485 1.0145
2 C 0.3701 -0.0380 0.0883
3 N 1.2305 0.9684 -0.9466
4 N -0.4990 0.9303 0.6561
5 C -1.7236 0.6584 0.3367
6 C -1.8390 -0.5716 -0.4712
7 O -0.4361 -0.9441 -0.6094
8 H 2.0129 -1.5215 0.6209
9 H 0.8113 -1.2980 1.9423
10 H 2.0219 -0.0830 1.5976
11 H 1.9036 0.3861 -1.4319
12 H 1.5821 1.7793 -0.4956
13 H 0.6366 1.3013 -1.6752
14 H -2.5952 1.2659 0.6413
15 H -2.3739 -1.3615 0.2402
16 H -2.4080 -0.7234 -1.5080

Mulliken population analysis, charges in e, atoms 1 to 6: number 1, C, carries -1.389; number 2, C, carries 0.949; number 3, N, carries -0.356; number 4, N, carries -0.538; number 5, C, carries -0.055; number 6, C, carries -0.203

***

Entry 10:
An isolated ion of composition C4H9N2O and charge +1, computed with ωB97M-V/def2-TZVPD.

Summary:
**LUMO**: -4.402 eV
**Structure (SMILES)**: CC/N=C/OC=[NH2+]
**Energy above the lowest of the compared OMol25 structures with the same formula, charge and spin**: 66.7 kcal/mol
**Electronic energy**: -342.25097 a.u.
**Highest occupied orbital energy**: -14.681 eV
**Charge**: +1
**HOMO-LUMO gap**: 10.28 eV
**Spin multiplicity**: 1

Positions of all 16 atoms, in Å:
1 C 1.4677 -1.6439 1.0432
2 C 0.9329 -0.2998 1.4934
3 N 0.2450 0.2119 0.4176
4 C 0.4199 1.3267 -0.0979
5 O -0.4417 1.6127 -1.1148
6 C -1.4037 0.7769 -1.2361
7 N -2.3876 0.8669 -2.0429
8 H 2.4444 -1.6883 0.4568
9 H 1.7312 -2.1822 1.8830
10 H 0.6941 -2.2234 0.5215
11 H 0.1707 -0.5970 2.1936
12 H 1.7057 0.3383 1.7945
13 H 1.1309 2.1045 0.1362
14 H -1.2424 -0.1581 -0.5412
15 H -2.9302 0.0756 -2.0712
16 H -2.5369 1.4790 -2.8358

Mulliken population analysis, charges in e, atoms 1 to 6: number 1, C, carries -1.193; number 2, C, carries -0.247; number 3, N, carries -0.269; number 4, C, carries -0.021; number 5, O, carries -0.304; number 6, C, carries 0.261